Run w
C2H2Cl2N as an isolated structure. Source: the Open Molecules 2025 dataset; level of theory: ωB97M-V/def2-TZVPD.

Cartesian coordinates (Å):
Cl1 2.9531 -0.8345 -0.1094
Cl2 -2.2875 -1.0354 0.1102
N1 -0.0421 0.1151 -0.0721
C1 0.9684 0.2754 0.5545
C2 -1.2057 -0.0049 -0.6172
H1 1.0105 0.8211 1.5006
H2 -1.3966 0.6632 -1.3666

Calculated values
Highest occupied orbital energy   -15.84 eV
Gap between HOMO and LUMO   7.87 eV
Net charge   +1



Run x
C2H2Cl2N as an isolated structure. Source: the Open Molecules 2025 dataset; level of theory: ωB97M-V/def2-TZVPD.

Cartesian coordinates (Å):
Cl1 0.3731 3.0132 0.1792
Cl2 -1.4177 -1.2694 2.5249
N1 -0.0260 0.3740 0.4180
C1 -0.2175 1.5179 -0.1579
C2 0.1786 -0.6524 1.0007
H1 0.6353 -1.6674 0.9252
H2 -1.1140 1.3460 -0.9368

Calculated values
Highest occupied orbital energy   -15.61 eV
Gap between HOMO and LUMO   7.86 eV
Net charge   +1



Verdict on stability: run x comes out on top.



Run w
One molecule with the formula C10H17N3O6. Source: the Open Molecules 2025 dataset; level of theory: ωB97M-V/def2-TZVPD.

Cartesian coordinates (Å):
O1 4.7466 1.4807 1.6307
O2 -1.9373 -4.7253 -1.6660
O3 -0.5617 -3.2583 -0.6463
O4 -1.4575 0.9580 -2.5834
O5 -0.4652 1.7309 1.7524
O6 -3.4142 -0.0078 -2.5200
N1 -1.5680 0.4845 0.2443
N2 3.9552 3.4028 2.6441
N3 0.8732 0.8878 -1.2324
C1 2.0782 0.6456 1.0840
C2 -2.9350 -2.7738 -1.0180
C3 -2.7778 -1.5540 -0.1334
C4 -0.4136 0.9471 0.8360
C5 -2.3075 0.0816 -2.0467
C6 2.4911 2.1159 1.1912
C7 -1.7655 -0.5775 -0.7138
C8 0.8335 0.3882 0.1815
C9 -1.6355 -3.5217 -1.0899
C10 3.8629 2.2859 1.8625
H1 2.5807 2.5404 0.1971
H2 1.2330 1.8663 -1.2354
H3 -1.1514 -5.2605 -1.5956
H4 -3.6778 -3.4465 -0.6143
H5 1.8212 0.2191 2.0642
H6 0.7877 -0.7649 0.1959
H7 4.7692 3.4687 3.2889
H8 -2.3556 1.0215 0.5451
H9 -3.2559 -2.4662 -2.0041
H10 -0.5559 0.8979 -2.1856
H11 1.7547 2.7170 1.7527
H12 -0.8089 -1.0540 -0.9344
H13 -2.5448 -1.8591 0.8851
H14 3.0832 3.7605 2.9815
H15 1.5698 0.3196 -1.7347
H16 2.8987 0.0869 0.6856
H17 -3.7499 -1.0372 -0.0688

Calculated values
Highest occupied orbital energy   -9.64 eV
SMILES   NC(=O)CC[C@H](N)C(=O)N[C@@H](CCC(=O)O)C(=O)O
Gap between HOMO and LUMO   10.08 eV



Run x
One molecule with the formula C10H17N3O6. Source: the Open Molecules 2025 dataset; level of theory: ωB97M-V/def2-TZVPD.

Cartesian coordinates (Å):
O1 3.6971 1.2628 -0.9975
O2 0.3416 -1.2165 0.6427
O3 -3.3483 -2.2491 -1.1060
O4 -1.2067 -2.7685 -0.7903
O5 -1.6583 3.1878 0.3548
O6 -3.1014 2.3111 -1.1048
N1 2.3812 0.2609 -2.5368
N2 -0.1353 1.0364 0.5594
N3 1.8722 0.3019 2.8271
C1 0.7392 -0.0252 0.6958
C2 -2.3824 -2.1615 -0.4589
C3 2.0770 0.1535 1.3742
C4 -2.4607 0.0337 0.8318
C5 -2.0569 2.2548 -0.2657
C6 -1.4432 0.8266 -0.0920
C7 -2.5198 -1.4448 1.0599
C8 3.0646 -0.8773 0.9222
C9 3.0873 0.2951 -1.3712
C10 3.1324 -1.0589 -0.6350
H1 -3.4734 0.2216 0.4104
H2 2.1454 -0.5866 -3.0731
H3 -1.4603 0.3784 -1.0960
H4 4.0018 -0.5270 1.1665
H5 2.3812 1.1573 1.0943
H6 -0.5076 -2.2545 -0.2988
H7 -0.0357 1.9316 1.0755
H8 -3.4659 3.2080 -1.0898
H9 -1.5995 -1.8575 1.6012
H10 2.3462 1.1735 -3.0028
H11 -2.5571 0.5096 1.8533
H12 1.5268 -0.6756 3.0542
H13 -3.5038 -1.7539 1.4723
H14 2.2775 -1.6917 -0.9599
H15 4.0077 -1.6563 -0.8493
H16 1.0490 0.8516 2.9151
H17 2.8253 -1.8195 1.4202

Calculated values
Highest occupied orbital energy   -9.64 eV
SMILES   NC(=O)CC[C@H](N)C(=O)N[C@@H](CCC(=O)O)C(=O)O
Gap between HOMO and LUMO   9.99 eV



Verdict on stability: run w comes out on top.



Run w
An isolated ion of composition C5H11NO2 and charge +1. Source: the Open Molecules 2025 dataset; level of theory: ωB97M-V/def2-TZVPD.

Cartesian coordinates (Å):
O1 0.7985 -1.6419 1.3007
O2 -0.3040 -0.4264 2.9873
N1 0.0200 -0.1016 -0.2841
C1 -0.5808 0.5001 0.9227
C2 1.1194 0.8904 -2.3751
C3 -1.1548 -0.5386 1.8509
C4 0.6699 -1.2351 0.0985
C5 -0.0998 0.7113 -1.5041
H1 2.0036 0.8373 -1.6797
H2 0.2852 -1.1641 3.1229
H3 0.2114 0.8875 1.5852
H4 -0.5496 1.7580 -1.2924
H5 -0.8241 0.0782 -2.1572
H6 0.8974 -1.9802 -0.6260
H7 1.0777 1.8450 -2.9782
H8 1.0636 0.0599 -3.0670
H9 -1.2528 1.2716 0.5519
H10 -2.1597 -0.3138 2.2417
H11 -1.2214 -1.4375 1.3018

Calculated values
2S+1   2
Highest occupied orbital energy (spin up / spin down)   -14.59 / -14.51 eV
Gap between HOMO and LUMO (spin up / spin down)   10.16 / 5.65 eV
Net charge   +1



Run x
An isolated ion of composition C5H11NO2 and charge +1. Source: the Open Molecules 2025 dataset; level of theory: ωB97M-V/def2-TZVPD.

Cartesian coordinates (Å):
O1 -0.9468 1.7534 1.0107
O2 -0.4347 -2.1061 0.5004
N1 -0.2403 -0.9426 -1.4172
C1 0.0445 0.2476 -0.6432
C2 -1.2560 0.6807 0.1894
C3 1.8221 1.6013 0.5627
C4 -0.5436 -2.1412 -0.7018
C5 1.3336 0.2015 0.2328
H1 2.1254 -0.4095 -0.2326
H2 -0.5131 -0.8275 -2.3932
H3 -0.9170 -3.0308 -1.1936
H4 -0.6666 1.3300 1.8468
H5 -1.6548 -0.1888 0.7415
H6 1.0640 -0.4181 1.0954
H7 0.4097 0.8892 -1.4415
H8 1.5889 2.4009 -0.1171
H9 1.5234 1.9409 1.5748
H10 2.9166 1.6476 0.7754
H11 -2.0695 0.9557 -0.4795

Calculated values
2S+1   2
Highest occupied orbital energy (spin up / spin down)   -15.29 / -15.08 eV
Gap between HOMO and LUMO (spin up / spin down)   11.81 / 6.08 eV
Net charge   +1



Verdict on stability: run x comes out on top.



Run w
A 2-piece molecular cluster, C10H16 overall. Source: the Open Molecules 2025 dataset; level of theory: ωB97M-V/def2-TZVPD.

Cartesian coordinates (Å):
C1 0.0386 0.2633 -3.3106
C2 1.1267 2.0720 -1.8162
C3 0.5414 -0.2388 1.2188
C4 -2.1445 -1.1048 1.1970
C5 -1.8673 0.2864 1.3891
C6 -0.4714 0.6367 1.5098
C7 -1.1229 -1.9847 0.9932
C8 0.2499 -1.6012 0.8791
C9 1.9748 0.1566 1.5043
C10 0.8487 0.5793 -2.0445
H1 2.1139 0.4377 2.5501
H2 -0.8320 0.9174 -3.3484
H3 -2.5173 1.0743 1.7561
H4 -0.1963 1.6536 1.8074
H5 1.0451 -2.2754 0.5986
H6 2.1936 2.2877 -1.7807
H7 -0.2981 -0.7712 -3.2158
H8 0.2653 0.2498 -1.2000
H9 1.7833 0.0418 -2.0634
H10 0.7324 2.7631 -2.5666
H11 -1.3458 -3.0276 0.8412
H12 2.2710 1.0197 0.8931
H13 2.6745 -0.6512 1.3076
H14 0.6065 0.3536 -4.2404
H15 -3.1779 -1.4308 1.1929
H16 0.7357 2.4185 -0.8541

Calculated values
2S+1   2
Highest occupied orbital energy (spin up / spin down)   0.74 / -3.35 eV
Gap between HOMO and LUMO (spin up / spin down)   3.10 / 7.14 eV
Net charge   -1



Run x
A 2-piece molecular cluster, C10H16 overall. Source: the Open Molecules 2025 dataset; level of theory: ωB97M-V/def2-TZVPD.

Cartesian coordinates (Å):
C1 -1.3791 -2.4810 -0.8232
C2 -2.1629 -1.1906 -1.0296
C3 1.1854 0.0556 1.0353
C4 2.7734 1.3938 -0.4308
C5 1.4469 1.2174 0.2273
C6 -0.8573 1.9431 0.6294
C7 -0.0264 -0.0935 1.6768
C8 -1.0183 0.9043 1.5968
C9 -0.0766 -2.5351 -1.6415
C10 0.3569 2.0715 -0.0288
H1 -1.1585 -2.5855 0.2389
H2 -1.9245 0.7580 2.1695
H3 3.5911 1.4165 0.2861
H4 -2.2260 -0.9436 -2.0992
H5 3.0384 0.5627 -1.1220
H6 -3.2120 -1.2312 -0.7350
H7 -2.0103 -3.3402 -1.0579
H8 0.7853 -2.7524 -1.0172
H9 -0.2083 -0.9808 2.2805
H10 1.9020 -0.7717 1.0818
H11 -1.6539 2.6176 0.3417
H12 2.8137 2.3351 -0.9848
H13 0.1142 -1.5616 -2.0903
H14 -1.6709 -0.3295 -0.5857
H15 0.4637 2.8299 -0.8053
H16 -0.1552 -3.2603 -2.4573

Calculated values
2S+1   2
Highest occupied orbital energy (spin up / spin down)   0.88 / -3.45 eV
Gap between HOMO and LUMO (spin up / spin down)   3.15 / 7.32 eV
Net charge   -1



Verdict on stability: run x comes out on top.



Run w
A 2-piece molecular cluster, C3H7NO3 overall. Source: the Open Molecules 2025 dataset; level of theory: ωB97M-V/def2-TZVPD.

Cartesian coordinates (Å):
O1 1.3716 -0.5646 1.1797
O2 -0.7735 2.7644 -1.1053
O3 0.3035 -4.2079 -1.4877
N1 -0.6855 0.7690 0.0023
C1 -0.0739 1.3848 1.0961
C2 -1.1627 1.6143 -0.9577
C3 0.9062 0.4555 1.7772
H1 -0.8512 1.5726 1.7560
H2 -0.3452 -3.6563 -1.9793
H3 0.6616 2.1169 0.7026
H4 1.2040 -4.0333 -1.8131
H5 -0.1281 -0.0362 -0.1895
H6 -1.7733 1.2239 -1.7854
H7 1.3464 0.5968 2.8040

Calculated values
Highest occupied orbital energy   -10.27 eV
SMILES   O=CCNC=O.O
Gap between HOMO and LUMO   10.83 eV



Run x
A 2-piece molecular cluster, C3H7NO3 overall. Source: the Open Molecules 2025 dataset; level of theory: ωB97M-V/def2-TZVPD.

Cartesian coordinates (Å):
O1 0.9770 -2.0118 -0.0019
O2 -2.3905 -0.9198 0.3198
O3 -1.8572 1.0464 -0.7348
N1 0.2799 -0.8716 0.3809
C1 0.6511 0.3003 0.5054
C2 1.8815 0.8450 -0.1163
C3 -2.6410 0.1961 -0.2861
H1 1.9660 -1.7500 -0.2102
H2 -0.0949 1.0229 0.8151
H3 -3.6653 0.3019 -0.2529
H4 2.2419 0.0108 -0.6759
H5 1.4786 1.5911 -0.8176
H6 2.4586 1.3268 0.6778
H7 -1.2855 -1.0882 0.3965

Calculated values
Highest occupied orbital energy   -9.95 eV
SMILES   C/C=N\O.O=CO
Gap between HOMO and LUMO   10.41 eV



Run y
A 2-piece molecular cluster, C3H7NO3 overall. Source: the Open Molecules 2025 dataset; level of theory: ωB97M-V/def2-TZVPD.

Cartesian coordinates (Å):
O1 0.9603 0.2800 -0.9302
O2 -0.6040 -0.9858 0.1161
O3 -1.3048 0.9953 1.8690
N1 0.8304 1.1972 1.3587
C1 0.1341 -0.7111 -0.8470
C2 -0.2085 -1.4047 -2.1101
C3 -0.0917 1.3523 2.1916
H1 -1.4050 0.3853 0.9632
H2 -0.0641 1.8521 3.1815
H3 1.8431 1.2618 1.5510
H4 0.4578 -1.3356 -3.0213
H5 0.8782 0.6858 0.0455
H6 -0.2635 -2.5138 -1.9147
H7 -1.1625 -1.0588 -2.4533

Calculated values
Highest occupied orbital energy   -9.97 eV
SMILES   [H]/N=C/O.CC(=O)O
Gap between HOMO and LUMO   10.81 eV



Run z
A 2-piece molecular cluster, C3H7NO3 overall. Source: the Open Molecules 2025 dataset; level of theory: ωB97M-V/def2-TZVPD.

Cartesian coordinates (Å):
O1 0.5025 -1.5237 -0.0945
O2 -2.1735 -1.3869 -0.1757
O3 0.4163 0.6327 -0.6593
N1 -2.2860 0.8542 0.0984
C1 2.5132 -0.3144 0.0070
C2 1.0412 -0.3487 -0.3131
C3 -2.8139 -0.3587 -0.0637
H1 -0.4988 -1.5201 -0.1871
H2 2.6188 -0.3958 1.0885
H3 -2.8619 1.6741 0.0261
H4 2.9485 0.6230 -0.3262
H5 -3.9153 -0.3780 -0.0506
H6 3.0224 -1.1604 -0.4460
H7 -1.2830 0.9548 -0.0882

Calculated values
Highest occupied orbital energy   -10.29 eV
SMILES   CC(=O)O.NC=O
Gap between HOMO and LUMO   11.19 eV



Verdict on stability: run z comes out on top.



Run w
One molecule with the formula C3H7NO3. Source: the Open Molecules 2025 dataset; level of theory: ωB97M-V/def2-TZVPD.

Cartesian coordinates (Å):
O1 -1.3445 1.6626 1.4001
O2 1.2199 1.0087 0.8141
O3 0.5003 -0.5723 -0.6394
N1 -2.0072 -0.3155 0.2809
C1 -1.1402 0.8079 0.3463
C2 1.8394 -0.9355 -0.9553
C3 0.3419 0.5296 0.1305
H1 -1.6914 -1.0832 0.8622
H2 2.1672 -1.6963 -0.2483
H3 -1.0811 1.4292 -0.6598
H4 -1.0263 1.2754 2.2363
H5 2.5433 -0.1217 -0.9178
H6 1.8192 -1.3433 -1.9829
H7 -2.1405 -0.6456 -0.6669

Calculated values
Highest occupied orbital energy   -9.51 eV
SMILES   COC(=O)[C@@H](N)O
Gap between HOMO and LUMO   10.18 eV



Run x
A 2-piece molecular cluster, C3H7NO3 overall. Source: the Open Molecules 2025 dataset; level of theory: ωB97M-V/def2-TZVPD.

Cartesian coordinates (Å):
O1 0.6495 -0.6460 2.9332
O2 0.9904 -0.0049 -2.1768
O3 -1.2529 -0.0388 -1.9053
N1 -0.7429 -0.5778 0.4835
C1 0.3503 0.3554 0.7641
C2 -0.1559 0.0834 -2.5757
C3 0.8985 0.2424 2.1733
H1 -0.0160 1.3680 0.5964
H2 1.5866 1.0577 2.4640
H3 -1.5537 -0.4372 1.0810
H4 1.1499 0.1770 0.0426
H5 -0.3205 0.2055 -3.6590
H6 -1.0799 -0.2319 -0.8178
H7 -0.5035 -1.5531 0.5965

Calculated values
Highest occupied orbital energy   -9.93 eV
SMILES   NCC=O.O=CO
Gap between HOMO and LUMO   10.52 eV



Verdict on stability: run x comes out on top.